Below is a structure of composition C16H26AgN6O8S2 at a distorted geometry, with properties calculated with ωB97M-V with the def2-TZVPD basis set.

HOMO   -12.7 eV
LUMO energy   -3.203 eV
Frontier orbital gap   9.52 eV
Charge   +1
Energy relative to the best compared isomer or geometry (same formula, charge and spin)   62.4 kJ/mol

XYZ file:
```
59
Properties=species:S:1:pos:R:3:forces:R:3
Ag -0.6689 -0.0017 0.3512 -0.222 0.244 -0.108
C -7.2801 0.5845 6.5535 0.013 -0.058 0.230
C -6.5418 1.0449 5.3189 0.627 -0.036 0.153
S -4.7525 0.7548 5.5217 0.204 0.520 -0.862
O -4.3839 0.5474 6.8891 -0.182 0.193 0.546
O -4.3436 -0.2673 4.5803 -0.462 0.030 -0.172
C -3.9129 2.3002 4.9668 -0.618 -0.661 0.333
C -2.4159 2.1110 5.2188 -0.308 -0.191 0.794
N -1.6719 2.0481 3.9826 0.269 0.213 -0.374
C -1.3215 0.9432 3.3027 0.142 -0.153 -0.170
N -0.7647 1.2633 2.1332 0.005 -0.325 -0.114
C -0.7442 2.6144 2.0580 -0.222 0.705 0.450
C -1.3090 3.1256 3.1990 0.497 -0.787 -0.943
N -1.4996 4.4994 3.5113 0.127 0.062 -0.246
O -1.0211 5.2839 2.7262 0.053 0.236 -0.080
O -2.1277 4.7788 4.5097 -0.267 0.176 0.364
C -1.5076 -0.4428 3.7557 -0.266 -0.349 0.135
H -8.3061 0.9424 6.5477 -0.056 0.011 -0.092
H -6.7813 0.9667 7.4391 -0.088 0.013 0.151
H -7.2866 -0.4996 6.6116 -0.035 -0.092 0.064
H -6.6597 2.1097 5.1384 -0.017 0.139 -0.049
H -6.8125 0.4818 4.4314 0.026 0.053 -0.146
H -4.3243 3.1367 5.5207 -0.030 0.081 0.096
H -4.1469 2.4080 3.9117 -0.016 0.094 -0.110
H -2.2855 1.1723 5.7610 0.335 0.080 -0.062
H -2.0193 2.9228 5.8333 -0.112 -0.308 -0.174
H -0.3381 3.1488 1.2215 0.026 0.141 -0.054
H -0.9097 -0.6607 4.6395 0.110 -0.007 0.031
H -1.2153 -1.1221 2.9519 0.040 0.076 0.135
H -2.5561 -0.6158 4.0150 0.274 -0.096 -0.077
C -5.3299 -6.8040 -4.9508 -0.200 -0.027 0.064
C -4.1251 -5.8930 -4.9742 -0.135 0.459 0.433
S -4.3084 -4.6089 -3.6933 0.697 0.644 -0.287
O -5.6714 -4.4629 -3.2697 -0.516 -0.134 -0.322
O -3.3379 -4.8083 -2.6390 0.266 -0.399 -0.265
C -3.8373 -3.0162 -4.4889 -0.283 -0.898 0.248
C -4.1863 -1.9273 -3.4777 -0.684 -0.437 -0.057
N -3.0221 -1.2360 -2.9741 0.382 0.347 -0.009
C -2.4030 -1.4369 -1.7989 0.195 0.081 0.234
N -1.3986 -0.5723 -1.6382 0.040 -0.101 0.348
C -1.3603 0.2073 -2.7439 -0.423 0.094 -0.775
C -2.3617 -0.1941 -3.5938 0.779 0.150 1.041
N -2.6705 0.3427 -4.8738 0.213 0.164 0.003
O -2.1039 1.3702 -5.1611 0.094 0.229 -0.148
O -3.4491 -0.2648 -5.5779 -0.303 -0.225 -0.254
C -2.7339 -2.4643 -0.7956 -0.161 -0.343 0.113
H -5.2655 -7.5414 -5.7472 0.070 -0.019 -0.035
H -6.2364 -6.2188 -5.0817 -0.100 -0.095 -0.015
H -5.3895 -7.3222 -3.9972 -0.086 -0.084 0.018
H -4.0231 -5.3650 -5.9192 0.057 0.046 -0.096
H -3.2030 -6.4125 -4.7331 0.154 0.069 0.005
H -4.3955 -2.9031 -5.4119 -0.029 -0.012 -0.091
H -2.7718 -3.0659 -4.6920 0.072 0.004 -0.114
H -4.7024 -2.3964 -2.6352 0.047 0.331 0.031
H -4.8637 -1.2006 -3.9323 0.179 -0.152 0.217
H -0.6323 0.9809 -2.8955 0.018 0.111 -0.061
H -3.6360 -2.2061 -0.2419 -0.084 0.027 0.054
H -1.9012 -2.5499 -0.0912 -0.137 0.026 -0.113
H -2.8960 -3.4331 -1.2766 0.035 0.140 0.186
```
Positions in Å, forces in eV/Å.


Below is a structure of composition C11H8N2OS4Sr, with properties calculated with ωB97M-V with the def2-TZVPD basis set.

HOMO   -8.0 eV
LUMO energy   -1.052 eV
Frontier orbital gap   6.99 eV
Charge   0
Energy relative to the best compared isomer or geometry (same formula, charge and spin)   66.4 kJ/mol

XYZ file:
```
27
Properties=species:S:1:pos:R:3:forces:R:3
Sr 2.0209 0.5829 -0.1092 0.041 0.217 0.200
C -0.6846 -3.3694 0.0658 -0.074 0.056 -0.005
C -1.9678 -2.8998 -0.1854 0.046 0.005 0.008
C -2.1958 -1.5400 -0.2242 -0.050 -0.045 -0.050
C -1.1502 -0.6360 -0.0067 -0.053 0.039 0.130
N 0.0938 -1.1077 0.2119 -0.013 0.062 -0.068
C 0.3044 -2.4275 0.2459 0.107 -0.048 -0.009
C -1.3705 0.8413 -0.0021 -0.006 -0.002 -0.013
C -2.6732 1.3178 0.1977 0.097 -0.038 -0.009
C -2.9261 2.6762 0.1822 -0.080 0.040 0.019
C -1.8812 3.5642 -0.0284 0.020 0.051 -0.001
C -0.5908 3.0813 -0.1994 -0.089 -0.100 0.018
C -0.2770 1.7137 -0.1892 0.089 -0.072 -0.074
H -0.4572 -4.4243 0.1068 0.012 -0.006 0.003
H -2.7826 -3.5910 -0.3586 -0.002 -0.001 0.002
H -3.1852 -1.1717 -0.4470 0.000 0.011 -0.002
H 1.3292 -2.7410 0.4240 -0.005 0.012 0.007
H -3.4968 0.6433 0.3962 -0.002 -0.011 -0.005
H -3.9333 3.0392 0.3437 0.006 0.011 0.000
H -2.0729 4.6311 -0.0443 -0.009 -0.002 0.002
H 0.1989 3.8152 -0.3399 0.021 -0.003 -0.009
S 4.3205 -0.2727 1.8775 0.150 0.020 0.234
S 4.4256 1.7196 1.4529 -0.176 -0.302 -0.294
S 5.1722 -0.3082 -0.9350 0.042 -0.043 0.070
S 4.0386 -0.3322 -2.4888 0.107 -0.014 -0.041
O 5.4880 -1.7616 -0.2530 -0.085 0.149 -0.048
N 4.2530 -1.0427 0.3064 -0.093 0.015 -0.067
```
Positions in Å, forces in eV/Å.